ORCA calculation (the ωB97M-V functional and the def2-TZVPD basis) on a cluster of 2 separate species, C43H47N4O2 in total.

* energy: -55401.496 eV
* charge: +1
* orbital gap: 4.436 eV
* energy above the lowest of the compared OMol25 structures with the same formula, charge and spin: 20.2 kcal/mol

Last column: Mulliken charge in e.
Cartesian coordinates (Å):
C (-5.5373, 3.3130, 5.4988)  -0.84
O (-5.8832, 2.2960, 4.5313)  -0.45
C (-4.9595, 1.3641, 4.1867)  0.70
C (-5.2938, 0.4865, 3.1233)  -0.59
C (-4.2894, -0.1578, 2.4390)  -0.15
C (-2.9290, -0.0021, 2.8206)  0.03
C (-1.8592, -0.4372, 1.9465)  -1.35
C (-0.4989, -0.3228, 2.3896)  1.47
N (0.3268, -1.3741, 2.2827)  0.39
C (-0.1635, -2.7462, 2.1570)  -0.51
C (1.0887, -3.6307, 2.2038)  -0.77
C (2.3085, -2.6965, 2.1912)  -0.06
C (1.7814, -1.2797, 2.4050)  -0.88
C (0.0361, 0.9443, 2.9300)  -0.42
C (-0.3420, 2.1623, 2.3367)  0.29
C (0.0780, 3.3740, 2.8773)  -0.86
C (0.8882, 3.3891, 4.0204)  -0.55
C (1.2642, 2.1836, 4.6320)  -0.95
C (0.7933, 0.9724, 4.1272)  -0.27
C (-2.6909, 0.5911, 4.0912)  -0.32
C (-3.6809, 1.2615, 4.7834)  -0.86
H (-6.4183, 3.9561, 5.5058)  0.25
H (-5.3776, 2.8722, 6.4928)  0.33
H (-4.6471, 3.8827, 5.1937)  0.35
H (-6.3353, 0.4349, 2.8123)  0.46
H (-4.5206, -0.7769, 1.5665)  0.36
H (-2.0997, -1.2213, 1.2201)  0.78
H (-0.8580, -3.0003, 2.9740)  0.43
H (-0.7171, -2.8902, 1.2202)  0.28
H (1.0849, -4.2317, 3.1189)  0.30
H (1.1190, -4.3200, 1.3540)  0.34
H (3.0235, -2.9292, 2.9840)  0.48
H (2.8412, -2.7490, 1.2374)  -0.47
H (2.1896, -0.5402, 1.6942)  0.34
H (2.0655, -0.9234, 3.4059)  0.52
H (-0.9760, 2.1274, 1.4489)  0.27
H (-0.2498, 4.3064, 2.4151)  0.46
H (1.2181, 4.3426, 4.4406)  0.40
H (1.8912, 2.1853, 5.5258)  0.41
H (0.9758, 0.0507, 4.6917)  0.52
H (-1.6893, 0.5410, 4.5165)  0.40
H (-3.4594, 1.7389, 5.7415)  0.41
C (1.4938, -0.7354, -6.2954)  -0.96
N (1.2545, -0.9248, -4.8806)  0.31
C (2.1947, -1.5121, -4.0808)  0.35
O (3.2817, -1.9465, -4.4537)  -0.67
C (1.6268, -1.5359, -2.6621)  -0.09
C (2.6045, -1.0383, -1.5846)  0.75
C (3.7779, -1.9360, -1.4432)  0.93
C (3.7999, -3.2589, -1.0167)  -0.89
N (5.0843, -3.7540, -1.1601)  -0.05
C (5.9126, -2.7469, -1.6480)  -0.52
C (7.2415, -2.7977, -2.0486)  -0.83
C (7.7950, -1.6354, -2.6160)  -0.52
C (7.0202, -0.4690, -2.7728)  -0.83
C (5.6764, -0.4340, -2.3905)  -0.31
C (5.1218, -1.5793, -1.8233)  0.56
N (0.4205, -0.7133, -2.7795)  0.42
C (-0.3287, -0.4749, -1.6853)  0.52
C (-1.4192, 0.3967, -1.6355)  -0.32
C (-2.1824, 0.7575, -0.5211)  0.45
C (-3.3150, 1.6442, -0.6594)  0.73
C (-3.9465, 2.2410, 0.4696)  -0.01
C (-5.1116, 2.9834, 0.3468)  -0.67
C (-5.6167, 3.2928, -0.9287)  -0.51
C (-4.9392, 2.8270, -2.0644)  -0.77
C (-3.8345, 1.9935, -1.9387)  -0.62
C (0.1843, -0.2333, -4.1699)  0.09
C (0.3661, 1.2896, -4.3011)  -1.49
C (-1.1669, -0.6556, -4.7654)  -1.53
H (2.3440, -1.3522, -6.5937)  0.35
H (0.6104, -1.0344, -6.8649)  0.29
H (1.7132, 0.3139, -6.5250)  0.34
H (1.3314, -2.5826, -2.4386)  0.16
H (2.9570, -0.0286, -1.8603)  0.23
H (2.0677, -0.9461, -0.6249)  -0.58
H (2.9711, -3.8710, -0.6729)  0.58
H (5.3777, -4.6935, -0.9494)  0.22
H (7.8086, -3.7177, -1.9185)  0.39
H (8.8392, -1.6334, -2.9424)  0.38
H (7.4786, 0.4199, -3.2044)  0.39
H (5.0448, 0.4418, -2.5257)  0.38
H (-0.0174, -1.0002, -0.7726)  0.79
H (-1.6438, 0.8684, -2.5980)  -0.77
H (-1.8738, 0.4782, 0.4967)  -0.71
H (-3.5061, 2.0939, 1.4630)  0.43
H (-5.6267, 3.3337, 1.2416)  0.47
H (-6.5155, 3.9032, -1.0369)  0.40
H (-5.2713, 3.1039, -3.0654)  0.41
H (-3.3525, 1.6083, -2.8398)  0.32
H (1.4086, 1.5628, -4.0867)  0.37
H (0.1191, 1.5895, -5.3291)  0.46
H (-0.2875, 1.8300, -3.6099)  0.34
H (-1.1952, -1.7486, -4.8723)  0.38
H (-2.0033, -0.3358, -4.1370)  0.30
H (-1.2727, -0.1944, -5.7574)  0.49

Forces on the atoms, in the same order (eV/Å):
-0.22 -0.61 -0.34
-0.06 0.09 0.52
0.59 -0.30 -0.10
-0.10 0.97 0.64
0.89 -0.20 0.06
-1.09 0.64 0.51
2.50 -1.10 2.20
-2.36 -0.14 -0.88
0.48 -0.20 -0.30
-0.02 -0.28 -0.18
0.10 -0.25 0.20
0.24 0.22 -0.26
0.37 0.28 0.30
-0.10 0.53 0.93
0.35 -0.46 0.10
0.06 -0.05 0.27
0.00 -0.13 -0.19
-0.36 0.06 -0.14
-0.03 0.27 -0.38
0.17 -0.52 -0.71
-0.83 0.39 -0.39
0.24 0.00 0.17
-0.06 0.14 -0.23
-0.20 -0.23 -0.01
0.21 0.03 -0.02
-0.01 0.25 0.23
0.09 -0.17 0.62
0.10 0.33 -0.22
0.15 0.01 0.13
-0.03 0.04 -0.23
-0.05 0.04 0.20
-0.07 -0.15 -0.21
-0.06 -0.04 0.23
-0.13 -0.30 0.17
-0.07 -0.18 -0.45
0.23 0.16 0.26
0.17 -0.23 0.16
-0.08 -0.35 -0.16
-0.27 0.07 -0.24
-0.04 0.40 -0.32
-0.43 0.07 -0.05
-0.08 -0.08 -0.43
-0.18 0.22 -0.25
0.47 -0.19 0.46
1.20 -0.33 -0.64
-1.72 0.51 0.69
0.19 -0.75 0.07
-0.24 0.36 0.07
0.44 -1.01 0.47
0.37 1.10 -0.73
-0.10 0.52 0.07
-0.61 0.15 -0.17
0.49 0.58 -0.21
-0.34 -0.59 0.38
-0.44 0.08 0.13
0.61 -0.14 -0.04
-0.10 -1.01 0.02
-1.15 0.19 1.56
0.84 -0.10 -0.74
-0.84 0.55 -0.22
0.79 0.73 -1.87
-0.73 0.90 -0.37
0.51 -0.60 0.07
-0.14 0.27 -0.52
0.44 -0.28 0.30
0.13 -0.13 -0.06
-0.02 0.01 0.39
-0.08 0.37 -0.65
0.18 -0.01 0.16
0.01 -0.29 0.25
-0.15 0.10 0.18
0.13 -0.02 0.00
0.06 -0.17 0.02
0.19 0.46 -0.09
-0.23 -0.30 0.14
0.09 0.03 -0.29
0.34 -0.01 -0.09
-0.06 0.14 -0.01
0.06 0.27 -0.13
-0.42 -0.03 0.15
-0.11 -0.24 0.07
0.33 -0.01 -0.09
-0.01 0.18 -0.37
-0.11 -0.27 0.65
-0.12 0.01 -0.47
-0.29 -0.07 -0.43
0.22 -0.02 -0.23
0.30 -0.21 0.05
-0.04 -0.09 0.32
-0.36 0.15 0.26
-0.28 -0.02 -0.03
0.11 -0.02 0.36
0.15 -0.02 -0.23
-0.08 0.29 0.04
0.11 -0.08 -0.24
-0.02 -0.19 0.34